Record 1
Molecular formula: C16H49N3O7
Method: DFT, wB97M-V/def2-TZVPD

```
! RIJCOSX wB97M-V def2-TZVPD def2/J DEFGRID3
* xyz 0 1
O -0.53 0.33 -0.07
H 0.17 0.67 -0.63
H -1.34 0.43 -0.59
O -0.99 -2.42 -1.68
H -0.39 -2.04 -1.04
H -1.68 -1.74 -1.77
C 1.47 2.85 0.66
C 2.25 1.54 0.73
C 3.07 1.25 -0.52
O 2.15 1.03 -1.57
C 2.79 0.77 -2.80
N 3.22 1.49 1.85
H 1.08 3.02 -0.35
H 2.12 3.70 0.88
H 0.59 2.80 1.29
H 1.61 0.69 0.95
H 3.73 0.39 -0.39
H 3.72 2.13 -0.66
H 3.49 -0.07 -2.76
H 3.34 1.65 -3.16
H 2.02 0.56 -3.54
H 3.88 2.27 1.76
H 2.78 1.68 2.75
C -5.63 4.58 2.71
C -4.13 4.45 2.70
C -3.65 3.25 1.87
O -4.05 2.08 2.55
C -4.03 0.91 1.74
N -3.50 5.71 2.34
H -5.98 5.28 3.47
H -6.10 3.62 2.93
H -6.02 4.96 1.77
H -3.79 4.17 3.70
H -2.56 3.30 1.81
H -4.10 3.24 0.86
H -3.74 0.11 2.42
H -3.27 1.00 0.96
H -5.02 0.73 1.32
H -3.87 6.04 1.45
H -2.50 5.59 2.16
C 5.17 -3.70 -2.84
C 4.39 -4.01 -1.58
C 3.45 -2.87 -1.25
O 2.91 -3.09 0.03
C 1.85 -2.20 0.38
N 3.69 -5.28 -1.75
H 5.65 -2.72 -2.76
H 4.53 -3.77 -3.72
H 5.94 -4.46 -2.99
H 5.08 -4.09 -0.74
H 2.66 -2.84 -2.02
H 3.95 -1.88 -1.29
H 1.48 -1.69 -0.52
H 2.23 -1.40 1.03
H 1.08 -2.84 0.78
H 3.19 -5.30 -2.63
H 2.97 -5.36 -1.03
C -0.96 -1.93 2.78
C -0.59 -3.38 3.04
O -1.60 -4.03 3.82
H -1.97 -1.87 2.36
H -0.31 -1.37 2.12
H -1.04 -1.36 3.71
H 0.38 -3.44 3.52
H -0.54 -3.92 2.09
H -1.40 -3.84 4.74
C -1.19 0.03 -4.03
C -2.59 0.18 -3.46
O -2.62 -0.16 -2.07
H -1.26 -0.18 -5.10
H -0.70 -0.77 -3.48
H -0.64 0.96 -3.89
H -3.32 -0.43 -4.00
H -2.95 1.21 -3.58
H -3.53 -0.21 -1.75
*
```

HOMO, eV: -9.11
E, a.u.: -1329.8692
SMILES string: COC[C@H](C)N.COC[C@H](C)N.COC[C@H](C)N.CCO.CCO.O.O
Frontier orbital gap, eV: 9.37

---

Record 2
Molecular formula: C19H15BrN6Ru
Method: DFT, wB97M-V/def2-TZVPD

```
! RIJCOSX wB97M-V def2-TZVPD def2/J DEFGRID3
* xyz 4 1
Ru -0.33 1.11 -0.70
N 1.84 -2.27 -2.27
C 1.39 -1.03 -2.11
N 0.56 -0.69 -1.14
C 0.09 -1.70 -0.28
N -0.91 -1.45 0.54
N -1.35 -0.18 0.37
C -2.54 0.16 0.79
C -2.94 1.49 0.43
C -4.19 2.01 0.75
C -4.52 3.29 0.29
C -3.60 3.99 -0.46
C -2.35 3.41 -0.75
N -2.01 2.20 -0.33
C 0.62 -3.03 -0.36
C 0.28 -4.07 0.51
C 0.83 -5.32 0.31
C 1.71 -5.58 -0.78
C 2.07 -4.58 -1.66
C 1.54 -3.31 -1.44
H 2.47 -2.44 -3.06
H 1.74 -0.28 -2.82
H -3.16 -0.55 1.33
H -4.89 1.42 1.32
H -5.49 3.71 0.52
H -3.80 4.99 -0.82
H -1.62 3.96 -1.33
H -0.41 -3.88 1.33
H 0.59 -6.13 0.99
H 2.09 -6.58 -0.92
H 2.74 -4.78 -2.49
Br 1.24 2.83 -1.83
C 1.82 2.57 -0.02
C 2.87 3.19 0.60
C 3.06 2.87 1.95
C 2.21 1.96 2.58
C 1.18 1.38 1.88
N 0.99 1.69 0.57
H 3.50 3.90 0.08
H 3.87 3.33 2.49
H 2.34 1.71 3.62
H 0.48 0.69 2.33
*
```

HOMO (alpha / beta), eV: -21.14 / -21.19
E, a.u.: -3728.8461
Frontier orbital gap (alpha / beta), eV: 4.32 / 4.36

---

Record 3
Molecular formula: CH5N2OS
Method: DFT, wB97M-V/def2-TZVPD

```
! RIJCOSX wB97M-V def2-TZVPD def2/J DEFGRID3
* xyz 1 1
C 0.09 -0.31 -0.10
N -0.32 0.63 -0.85
N 0.32 -1.53 -0.61
O 0.13 1.39 1.88
S 0.42 -0.12 1.61
H -0.31 0.53 -1.86
H -0.50 1.60 -0.45
H 0.37 -1.53 -1.62
H 0.57 -2.33 -0.10
H -0.76 1.68 2.08
*
```

HOMO, eV: -14.54
E, a.u.: -623.7818
Frontier orbital gap, eV: 10.80

---

Record 4
Molecular formula: C6H10O
Method: DFT, wB97M-V/def2-TZVPD

```
! RIJCOSX wB97M-V def2-TZVPD def2/J DEFGRID3
* xyz 0 1
O 2.42 -0.93 -0.16
C 1.15 -0.33 -0.32
C 0.01 -1.24 0.19
C -1.36 -0.51 0.16
C -1.26 0.88 -0.51
C -0.15 1.65 0.16
C 1.03 1.04 0.30
H 2.42 -1.46 0.65
H 1.03 -0.22 -1.40
H 0.25 -1.54 1.22
H -0.01 -2.14 -0.44
H -1.72 -0.36 1.19
H -2.11 -1.12 -0.34
H -1.03 0.74 -1.58
H -2.22 1.41 -0.45
H -0.34 2.65 0.54
H 1.89 1.48 0.80
*
```

HOMO, eV: -9.37
E, a.u.: -309.8319
SMILES string: O[C@@H]1C=CCCC1
Frontier orbital gap, eV: 10.44

---

Record 5
Molecular formula: C5H8NO
Method: DFT, wB97M-V/def2-TZVPD

```
! RIJCOSX wB97M-V def2-TZVPD def2/J DEFGRID3
* xyz 1 1
C 1.39 -0.18 0.06
C 2.34 1.05 0.11
C 0.04 -0.32 -0.16
C -0.47 -1.74 -0.19
C -0.89 0.79 -0.02
N 2.40 -0.99 0.20
O 3.33 -0.03 0.16
H 2.43 1.68 -0.74
H 2.23 1.58 0.99
H 0.09 -2.52 0.29
H -0.51 -2.03 -1.23
H -1.51 -1.72 -0.07
H -1.04 0.83 1.05
H -1.98 0.53 -0.37
H -0.68 1.67 -0.59
*
```

HOMO, eV: -15.89
E, a.u.: -324.8817
Frontier orbital gap, eV: 8.81

---

Record 6
Molecular formula: C19H23CrN6O4S
Method: DFT, wB97M-V/def2-TZVPD

```
! RIJCOSX wB97M-V def2-TZVPD def2/J DEFGRID3
* xyz 2 2
Cr 0.36 0.35 -0.48
C 3.90 1.02 3.16
N 2.47 1.30 3.25
C 1.75 1.38 4.42
C 0.46 1.58 4.10
N 0.39 1.62 2.71
C 1.64 1.44 2.20
S 2.15 1.47 0.58
C -0.81 1.89 2.00
C -1.73 2.73 2.60
C -2.96 2.92 2.00
C -3.23 2.26 0.81
C -2.23 1.48 0.26
N -1.02 1.30 0.82
H 4.38 1.33 4.08
H 4.33 1.56 2.32
H 4.06 -0.05 3.02
H 2.21 1.27 5.39
H -0.40 1.66 4.73
H -1.48 3.24 3.51
H -3.70 3.57 2.44
H -4.18 2.35 0.30
H -2.40 0.96 -0.68
O 0.48 -1.20 0.75
C -0.13 -2.29 0.72
C -1.02 -2.73 -0.28
C -1.53 -4.04 -0.20
C -2.34 -4.52 -1.19
C -2.68 -3.72 -2.29
C -2.22 -2.43 -2.38
C -1.39 -1.89 -1.38
O -0.97 -0.66 -1.48
N -2.83 -5.90 -1.11
O -2.68 -6.48 -0.05
O -3.38 -6.34 -2.10
H 0.07 -2.99 1.54
H -1.28 -4.68 0.63
H -3.31 -4.14 -3.07
H -2.49 -1.80 -3.21
N 1.78 -0.53 -1.82
C 2.69 0.34 -2.62
C 1.90 1.37 -3.43
C 1.28 2.46 -2.58
N 0.08 1.98 -1.85
H 2.36 -1.18 -1.29
H 1.25 -1.10 -2.47
H 3.27 -0.28 -3.31
H 3.38 0.84 -1.95
H 1.12 0.86 -4.01
H 2.59 1.83 -4.14
H 1.02 3.31 -3.21
H 2.00 2.82 -1.84
H -0.60 1.67 -2.54
H -0.35 2.78 -1.39
*
```

HOMO (alpha / beta), eV: -14.52 / -14.58
Expectation value of S²: 0.7609
E, a.u.: -2809.4578
Frontier orbital gap (alpha / beta), eV: 7.04 / 7.70

---

Record 7
Molecular formula: C4H12
Method: DFT, wB97M-V/def2-TZVPD

```
! RIJCOSX wB97M-V def2-TZVPD def2/J DEFGRID3
* xyz 0 1
C 0.60 1.87 -1.79
C -0.26 0.73 -2.37
H 1.04 1.56 -0.84
H 1.40 2.10 -2.49
H 0.07 2.82 -1.72
H 0.06 -0.22 -1.95
H -0.22 0.71 -3.45
H -1.26 0.83 -2.04
C -0.90 -1.27 2.02
C 0.60 -1.40 2.11
H -1.41 -1.56 1.10
H -1.50 -1.77 2.78
H -1.19 -0.24 2.26
H 1.04 -0.73 1.36
H 1.00 -2.40 1.97
H 0.92 -1.00 3.05
*
```

HOMO, eV: -11.66
E, a.u.: -159.5742
SMILES string: CC.CC
Frontier orbital gap, eV: 12.75

---

Record 8
Molecular formula: C20H17ClCoI2N2O
Method: DFT, wB97M-V/def2-TZVPD

```
! RIJCOSX wB97M-V def2-TZVPD def2/J DEFGRID3
* xyz 0 4
Co 0.14 0.55 0.61
I -3.06 3.68 -5.50
C -1.86 3.00 -3.93
C -0.75 3.74 -3.54
C 0.04 3.26 -2.52
I 1.69 4.39 -1.89
C -0.21 2.05 -1.83
O 0.58 1.70 -0.83
C -1.35 1.32 -2.26
C -1.81 -0.02 -1.69
N -0.80 -0.68 -0.87
C -1.19 -1.89 -0.18
C -0.17 -2.22 0.90
C -0.20 -3.44 1.55
C 0.74 -3.70 2.54
C 1.68 -2.73 2.84
C 1.64 -1.54 2.15
N 0.73 -1.28 1.20
C -2.15 1.81 -3.29
H -0.50 4.67 -4.03
H -2.09 -0.66 -2.53
H -2.70 0.12 -1.08
H 0.01 -0.88 -1.46
H -1.30 -2.75 -0.84
H -2.17 -1.71 0.29
H -0.95 -4.18 1.29
H 0.73 -4.64 3.07
H 2.44 -2.88 3.60
H 2.35 -0.74 2.35
H -3.01 1.24 -3.60
Cl -5.47 4.29 -1.00
C -4.20 3.48 -0.12
C -2.96 4.07 0.00
C -1.95 3.43 0.71
C -2.16 2.18 1.31
C -1.07 1.45 2.00
C -3.43 1.61 1.16
C -4.44 2.25 0.46
H -2.77 5.03 -0.46
H -0.97 3.89 0.77
H -1.45 0.71 2.69
H -0.38 2.13 2.52
H -3.63 0.65 1.63
H -5.42 1.79 0.36
*
```

HOMO (alpha / beta), eV: -6.91 / -7.47
Expectation value of S²: 3.7640
E, a.u.: -3395.4316
Frontier orbital gap (alpha / beta), eV: 6.48 / 6.83

---

Among the records above, which one has the lowest E?
C19H15BrN6Ru